--- one ---
This record from OMol25 describes an isolated ion of composition C2H2BrClNO2 and charge -1. The level of theory is wB97M-V/def2-TZVPD.

Geometry as XYZ:
```
9
C2H2BrClNO2, DFT wB97M-V/def2-TZVPD
H 0.04070 -0.24824 0.76614
C 2.45570 -0.20068 -0.08575
N 3.52752 0.34484 -0.61254
Cl 4.89754 -0.54710 -0.03113
C 0.07916 0.22080 -0.21401
O 2.22763 -0.92210 0.86919
O 1.23201 0.14385 -0.87872
H -0.78149 0.09958 -0.85992
Br -0.13460 2.24551 0.29317
```

Properties
Kohn-Sham gap ... 7.8 eV
HOMO ... -4.4 eV
SMILES ... [O-]/C(=N\Cl)OCBr
Total charge ... -1
Lowest unoccupied orbital energy ... 3.45 eV

Here are the natural (NBO) charges for atoms 1 to 4, given in e: H 0.21; C 0.78; N -0.64; Cl -0.01

***

--- two ---
This record from OMol25 describes an isolated ion of composition C2H2BrClNO2 and charge -1. The level of theory is wB97M-V/def2-TZVPD.

Geometry as XYZ:
```
9
C2H2BrClNO2, DFT wB97M-V/def2-TZVPD
H -1.55181 -0.90472 -0.58845
O 2.57863 0.06086 0.20394
O 0.92986 0.20282 1.65576
Cl 0.74084 -0.18066 -2.00543
N 0.34644 -0.34526 -0.46339
C 1.40092 0.10374 0.54364
H -1.14785 -0.23843 1.10273
Br -2.11985 1.44935 -0.45427
C -1.17718 -0.14770 0.00546
```

Properties
Kohn-Sham gap ... 7.7 eV
HOMO ... -4.5 eV
SMILES ... O=C([O-])N(Cl)CBr
Total charge ... -1
Lowest unoccupied orbital energy ... 3.20 eV

Here are the natural (NBO) charges for atoms 1 to 4, given in e: H 0.19; O -0.75; O -0.77; Cl 0.13

***

Stability, descending: one, two

***

--- one ---
This record from OMol25 describes a 2-piece molecular cluster, C2H2N2O3S overall. The level of theory is wB97M-V/def2-TZVPD.

Geometry as XYZ:
```
10
C2H2N2O3S, DFT wB97M-V/def2-TZVPD
O -0.23810 1.42970 -0.30075
N 1.31757 1.43465 0.07216
O 0.63670 -0.65878 -0.27681
H -3.85877 -0.88772 -0.37716
C 1.61259 0.17761 0.05415
S -3.18989 0.29982 0.29633
N -1.73728 -0.51039 -0.30407
H 3.10759 -1.24294 1.02578
O 2.90787 -0.17176 0.23236
C -0.55828 0.12979 -0.42198
```

Properties
Kohn-Sham gap ... 7.2 eV
HOMO ... -8.6 eV
Total charge ... 0
Lowest unoccupied orbital energy ... -1.37 eV

Here are the natural (NBO) charges for atoms 1 to 4, given in e: O -0.37; N -0.17; O -0.46; H 0.17

***

--- two ---
This record from OMol25 describes C2H2N2O3S as an isolated structure. The level of theory is wB97M-V/def2-TZVPD.

Geometry as XYZ:
```
10
C2H2N2O3S, DFT wB97M-V/def2-TZVPD
O 0.02841 2.49848 3.87166
O 2.75516 2.07978 -0.14470
H -0.86918 -0.47893 -1.96995
N 1.24804 1.47156 2.27562
O 0.46334 3.06873 0.07913
N 0.62296 1.97565 3.02119
C -0.12210 -0.22532 -1.07056
H -0.37938 -0.88535 -0.19290
S 1.34381 1.94025 -0.04193
C 0.45795 0.91868 -1.18103
```

Properties
Kohn-Sham gap ... 8.2 eV
HOMO ... -9.6 eV
Total charge ... 0
Lowest unoccupied orbital energy ... -1.39 eV

Here are the natural (NBO) charges for atoms 1 to 4, given in e: O -0.30; O -0.85; H 0.25; N -0.13

***

Stability, descending: one, two

***

--- one ---
This record from OMol25 describes an isolated ion of composition C3H3O3S and charge -1. The level of theory is wB97M-V/def2-TZVPD.

Geometry as XYZ:
```
10
C3H3O3S, DFT wB97M-V/def2-TZVPD
S 2.22243 -1.78234 0.22170
O 3.78048 0.63215 0.87096
H -0.59417 0.01441 -0.42909
C 3.72206 0.50621 -0.35346
O 4.40055 0.71107 -1.29791
H -0.49384 0.60471 1.42393
C 0.01943 0.10277 0.49688
C 2.44443 -0.31233 -0.19362
O 1.21452 0.79120 0.17106
H 0.39880 -0.89071 0.88277
```

Properties
Kohn-Sham gap ... 7.8 eV
HOMO ... -4.3 eV
SMILES ... COC(=S)C(=O)[O-]
Total charge ... -1
Lowest unoccupied orbital energy ... 3.48 eV

Here are the natural (NBO) charges for atoms 1 to 4, given in e: S -0.07; O -0.64; H 0.16; C 0.72

***

--- two ---
This record from OMol25 describes a 2-piece molecular cluster, C3H3O3S overall. The level of theory is wB97M-V/def2-TZVPD.

Geometry as XYZ:
```
10
C3H3O3S, DFT wB97M-V/def2-TZVPD
H 0.75276 -0.08896 3.29539
C 0.73560 0.66070 -0.76461
H 0.51557 1.07026 -1.74167
C -0.14072 -0.34832 -0.17595
H 1.35646 1.24950 -0.10524
S 1.28934 0.93087 2.63988
C -1.58351 -0.84608 -0.65583
O 0.98332 -0.73706 -0.75340
O -2.25311 -1.57496 0.01975
O -1.65570 -0.31594 -1.75832
```

Properties
Kohn-Sham gap (spin up / spin down) ... 5.9 / 5.9 eV
HOMO (spin up / spin down) ... -3.6 / -3.6 eV
Total charge ... -1
Lowest unoccupied orbital energy (spin up / spin down) ... 2.24 / 2.25 eV

Here are the natural (NBO) charges for atoms 1 to 4, given in e: H 0.10; C -0.16; H 0.19; C 0.46

***

Stability, descending: one, two